a) 14
Properties=species:S:1:pos:R:3 method="wB97M-V/def2-TZVPD" lumo_energy_ev=0.700 e_homo_ev=-9.33 spin_multiplicity=1 homo_lumo_gap_ha=0.3686
C -1.03 1.43 -0.52
C 1.04 0.11 -0.20
C 0.35 -1.22 0.25
N 0.23 0.94 -1.12
O 1.39 -1.98 0.77
F 1.02 2.09 -1.31
H -1.47 2.02 -1.39
H -1.52 0.50 -0.29
H -0.74 2.05 0.37
H 1.12 0.75 0.69
H 2.06 -0.12 -0.76
H -0.13 -1.63 -0.69
H -0.60 -1.13 0.84
H 0.99 -2.52 1.44

b) 14
Properties=species:S:1:pos:R:3 method="wB97M-V/def2-TZVPD" lumo_energy_ev="0.252 / 0.252" e_homo_ev="-9.52 / -9.52" spin_multiplicity=1 homo_lumo_gap_ha="0.3591 / 0.3591"
C 3.37 1.12 0.22
C -3.18 -0.54 -0.04
C 1.61 -0.44 -0.37
N 2.69 -0.08 -0.07
O -1.90 -0.83 0.48
F 4.04 -1.23 0.10
H 4.07 1.33 -0.59
H 2.66 1.94 0.33
H 3.94 0.98 1.13
H -3.16 -0.48 -1.13
H -3.45 0.44 0.36
H -3.92 -1.27 0.27
H 1.18 -1.39 -0.58
H -1.64 -1.71 0.16

The data favor a); the next most stable structure lies 1.218 eV above it.

a) 10
Properties=species:S:1:pos:R:3 method="wB97M-V/def2-TZVPD" lumo_energy_ev=-1.201 e_homo_ev=-8.53 spin_multiplicity=1 homo_lumo_gap_ha=0.2695
C -0.67 -0.74 1.15
C -1.27 -0.81 -0.16
C -0.86 -0.27 -1.34
C 0.26 0.57 -1.56
C 1.19 1.28 -1.90
H -1.17 -1.30 1.92
H -2.21 -1.43 -0.21
H -1.45 -0.48 -2.22
H 2.05 1.91 -2.07
S 0.68 0.07 1.59

b) 10
Properties=species:S:1:pos:R:3 method="wB97M-V/def2-TZVPD" lumo_energy_ev=-0.468 e_homo_ev=-9.24 spin_multiplicity=1 homo_lumo_gap_ha=0.3223
C 0.49 -0.39 0.48
C 0.19 1.05 0.11
C 0.04 2.13 -0.41
C -0.57 -1.26 -0.07
C -1.82 -1.51 -0.29
H 3.14 -0.36 0.47
H 0.71 -0.56 1.49
H -0.92 3.04 -0.47
H -3.25 -1.31 -0.88
S 2.00 -0.83 -0.43

The data favor a); the next most stable structure lies 5.686 eV above it.

a) 10
Properties=species:S:1:pos:R:3 method="wB97M-V/def2-TZVPD" lumo_energy_ev=0.062 e_homo_ev=-8.78 spin_multiplicity=1 homo_lumo_gap_ha=0.3249
C 1.04 -0.03 -0.01
C -1.19 -0.24 -0.08
H 2.96 0.08 0.43
H -0.94 1.95 -0.69
H -2.95 0.25 0.83
N 0.80 1.21 -0.09
N -0.55 1.04 0.16
N -2.40 -0.56 0.01
O 2.20 -0.68 0.07
O -0.09 -0.88 -0.15

b) 10
Properties=species:S:1:pos:R:3 method="wB97M-V/def2-TZVPD" lumo_energy_ev=0.710 e_homo_ev=-9.50 spin_multiplicity=1 homo_lumo_gap_ha=0.3754
C 0.97 0.45 -1.06
C -2.57 0.06 -0.14
N 0.00 -0.35 -1.03
N 1.58 -0.29 1.03
N 1.48 -0.57 -0.31
O -1.95 0.94 0.32
O -3.21 -0.76 -0.56
H 1.81 -1.08 1.52
H 0.64 0.17 1.44
H 1.26 1.44 -1.21

c) 10
Properties=species:S:1:pos:R:3 method="wB97M-V/def2-TZVPD" lumo_energy_ev=0.364 e_homo_ev=-9.47 spin_multiplicity=1 homo_lumo_gap_ha=0.3615
C 0.57 -0.28 -0.15
C -0.37 -1.26 -0.02
H 2.17 -1.12 0.34
H -0.42 -2.41 -0.04
H -0.63 2.59 0.18
N -1.61 -0.73 0.01
N -1.55 0.54 -0.12
N -0.22 0.83 -0.12
O 1.89 -0.22 -0.08
O 0.16 2.07 0.00

d) 10
Properties=species:S:1:pos:R:3 method="wB97M-V/def2-TZVPD" lumo_energy_ev=0.757 e_homo_ev=-9.26 spin_multiplicity=1 homo_lumo_gap_ha=0.3682
C 0.39 -1.19 1.31
C 0.39 -0.60 -0.83
H -1.59 1.49 -0.90
H -0.11 2.18 -0.81
H 0.82 -1.57 2.25
N -0.74 1.61 -0.25
N -0.28 0.32 -0.05
N -0.13 0.01 1.19
O 0.61 -1.69 0.07
O 0.65 -0.56 -1.98

The data favor d); the next most stable structure lies 1.506 eV above it.